Molecular formula: C6H20F2FeO4S2
Method: DFT, the ωB97M-V functional and the def2-TZVPD basis

Element x y z (Å)
Fe: 34.65 5.54 -17.43
S: 31.00 4.78 -16.43
S: 35.53 6.03 -14.16
F: 36.76 5.54 -17.76
F: 33.95 7.43 -17.63
O: 34.45 5.00 -19.58
O: 34.46 3.44 -17.14
O: 32.35 5.08 -17.09
O: 34.75 5.78 -15.44
C: 30.19 3.41 -17.40
C: 35.19 4.65 -12.99
C: 35.03 2.41 -16.36
C: 31.53 3.77 -14.95
C: 33.40 5.36 -20.52
C: 37.32 5.97 -14.39
H: 30.68 3.65 -14.27
H: 29.99 3.86 -18.38
H: 29.28 2.96 -17.01
H: 35.26 4.92 -20.10
H: 32.33 4.23 -14.38
H: 34.34 1.96 -15.65
H: 31.89 2.84 -15.40
H: 32.40 5.23 -20.11
H: 35.80 5.04 -12.17
H: 35.36 1.60 -17.02
H: 33.80 2.98 -17.66
H: 37.75 4.96 -14.34
H: 37.91 6.53 -13.67
H: 34.14 4.64 -12.70
H: 35.87 2.76 -15.77
H: 30.77 2.49 -17.48
H: 33.41 6.44 -20.64
H: 37.54 6.33 -15.40
H: 35.61 3.76 -13.45
H: 33.53 4.84 -21.47

The calculation puts the HOMO-LUMO gap (spin up / spin down) at 2.1457 / 6.9811 eV. Its expectation value of S² is 8.76. As for the molecular weight: 314.2 Da. Its HOMO energy (spin up / spin down) is 0.387 / -4.174 eV. As for the spin multiplicity: 6. As for the charge: -1.

Results of the Mulliken charge analysis, in e, for atoms 1 through 4: atom 1 (Fe): 0.76, atom 2 (S): 1.39, atom 3 (S): 0.99, atom 4 (F): -0.83

---

Molecular formula: C3H6N2O2
Method: DFT, the ωB97M-V functional and the def2-TZVPD basis

Element x y z (Å)
O: -1.96 -1.13 0.67
O: 0.35 1.75 0.06
N: 1.54 0.02 -0.99
N: 0.26 -0.56 0.87
C: 0.40 0.37 -0.21
C: -0.80 1.14 -0.56
C: -0.88 -1.24 1.20
H: -1.65 1.06 0.10
H: 1.12 -0.83 1.33
H: 1.92 0.79 -1.53
H: 1.47 -0.85 -1.49
H: -1.02 1.42 -1.59
H: -0.71 -1.92 2.06

The calculation puts the HOMO-LUMO gap at 10.4882 eV. As for the energy relative to the best compared isomer or geometry (same formula, charge and spin): 52.2 kcal per mole. As for the molecular weight: 102.1 Da. Its HOMO energy is -9.639 eV. As for the charge: 0.

Results of the Mulliken charge analysis, in e, for atoms 1 through 4: atom 1 (O): -0.54, atom 2 (O): -0.48, atom 3 (N): -0.57, atom 4 (N): -0.16

---

Molecular formula: C14H16N2O2
Method: DFT, the ωB97M-V functional and the def2-TZVPD basis

Element x y z (Å)
O: -2.71 2.51 -1.35
O: -0.11 0.21 -4.57
N: -0.15 1.45 1.79
N: 0.97 -0.18 2.91
C: -1.37 1.34 -2.96
C: -1.01 1.96 0.76
C: -0.95 -2.08 2.33
C: -1.08 -0.80 1.84
C: 0.41 0.71 -0.96
C: 0.15 -2.41 3.12
C: -0.09 0.14 2.16
C: -1.60 1.77 -1.67
C: 1.01 -0.55 -4.94
C: 1.08 -1.42 3.38
C: -0.23 0.59 -3.26
C: 2.30 -1.70 4.21
C: 0.66 0.27 -2.25
C: -0.71 1.46 -0.64
H: 2.00 -1.99 5.22
H: 0.28 -3.40 3.51
H: 2.88 -2.51 3.78
H: -1.92 -0.53 1.21
H: 1.55 -0.31 -2.44
H: 0.71 1.95 1.96
H: 0.90 -0.73 -6.01
H: -3.24 2.65 -2.15
H: 1.03 -1.51 -4.41
H: -2.06 1.58 -3.76
H: -2.05 1.71 0.99
H: 1.95 -0.02 -4.75
H: 2.92 -0.81 4.27
H: -1.69 -2.83 2.09
H: 1.12 0.46 -0.18
H: -0.94 3.05 0.77

The calculation puts the HOMO-LUMO gap at 8.5881 eV. As for the energy relative to the best compared isomer or geometry (same formula, charge and spin): 29.0 kcal per mole. As for the molecular weight: 244.3 Da. Its HOMO energy is -7.873 eV. As for the charge: 0.

Results of the Mulliken charge analysis, in e, for atoms 1 through 4: atom 1 (O): -0.57, atom 2 (O): -0.46, atom 3 (N): -0.10, atom 4 (N): -0.42

---

Molecular formula: C9H13N5S
Method: DFT, the ωB97M-V functional and the def2-TZVPD basis

Element x y z (Å)
S: -4.27 -0.08 1.65
N: -0.35 2.74 -0.49
N: -1.80 -1.15 0.98
N: -3.18 2.24 0.60
N: -0.12 0.37 0.03
N: 0.24 -1.87 0.19
C: -0.79 1.57 -0.04
C: 1.61 -1.72 -0.38
C: -2.15 1.53 0.46
C: -2.67 -0.28 1.18
C: -4.38 1.77 1.12
C: -0.65 -0.90 0.36
C: 0.03 -3.21 0.59
C: 0.90 -4.09 1.06
C: 0.79 3.11 -1.32
H: -4.81 2.45 1.96
H: 0.50 -4.96 1.49
H: 1.89 -4.01 0.91
H: 1.92 -2.65 -0.81
H: 2.33 -1.37 0.43
H: 1.61 -1.02 -1.25
H: 1.65 2.29 -1.37
H: -4.97 1.75 0.27
H: 1.20 4.12 -1.01
H: 0.50 3.26 -2.41
H: 0.96 0.37 0.03
H: -0.97 -3.42 0.92
H: -1.15 3.42 -0.29

The calculation puts the HOMO-LUMO gap at 7.0935 eV. As for the energy relative to the best compared isomer or geometry (same formula, charge and spin): 44.8 kcal per mole. As for the molecular weight: 223.3 Da. Its HOMO energy is -16.170 eV. As for the charge: +2.

Results of the Mulliken charge analysis, in e, for atoms 1 through 4: atom 1 (S): 0.03, atom 2 (N): -0.13, atom 3 (N): -0.44, atom 4 (N): -0.41

---

Molecular formula: C32H42Cl4N3O3S2SiTi
Method: DFT, the ωB97M-V functional and the def2-TZVPD basis

Element x y z (Å)
Ti: 1.01 0.47 -0.26
Cl: 0.16 3.52 -6.37
Cl: 3.74 0.17 0.51
Cl: 3.12 -2.14 -1.18
Cl: -2.86 2.88 -1.94
S: 2.14 -1.06 3.15
S: 1.19 1.45 4.34
Si: -0.77 -1.88 0.04
O: 1.85 2.43 -0.06
O: -0.51 4.38 2.86
O: -0.50 1.34 -0.95
N: 0.97 0.88 1.76
N: 1.76 0.77 -2.22
N: 0.56 2.24 1.81
C: -0.29 -3.28 -2.43
C: -0.02 2.84 -4.75
C: 1.32 0.46 2.90
C: -1.35 -2.38 -1.77
C: -0.09 6.42 1.78
C: -3.12 -0.16 0.19
C: -1.21 3.06 -4.09
C: -0.37 1.83 -2.19
C: 2.32 1.94 -4.78
C: -1.37 2.57 -2.81
C: -3.46 -2.29 1.37
C: -1.40 -1.12 -2.65
C: 0.82 1.57 -2.89
C: 0.07 5.03 1.83
C: 1.53 0.11 5.52
C: -0.41 -3.53 2.47
C: -0.36 -3.63 0.93
C: 1.19 6.52 -0.27
C: 1.04 2.12 -4.18
C: -1.27 -4.82 0.57
C: -2.39 -1.24 1.00
C: 1.10 2.94 0.83
C: 1.49 -1.24 4.81
C: 3.00 0.74 -2.80
C: 0.82 4.39 0.83
C: 4.17 -1.52 0.07
C: -2.71 -3.07 -1.93
C: 1.07 -4.07 0.61
C: 1.36 5.15 -0.21
C: 3.29 1.28 -4.03
C: -1.96 -0.54 2.31
C: 0.46 7.15 0.74
H: -2.85 -3.34 -2.99
H: 1.80 -3.35 1.02
H: 0.21 -2.70 2.82
H: 3.78 0.23 -2.25
H: -2.45 0.62 -0.16
H: -2.82 -3.98 -1.34
H: -3.88 0.32 0.84
H: 0.46 -1.61 4.74
H: 0.75 0.15 6.27
H: -0.51 -3.38 -3.50
H: 1.61 7.09 -1.08
H: -2.32 -4.63 0.78
H: -2.07 -0.35 -2.26
H: -2.01 3.63 -4.56
H: -0.30 3.42 2.74
H: 0.71 -2.83 -2.36
H: -1.28 -1.14 2.92
H: 2.53 2.34 -5.76
H: 1.92 4.62 -0.97
H: -3.12 -3.02 2.11
H: -0.66 6.89 2.57
H: -3.82 -2.85 0.50
H: -1.41 -3.39 2.86
H: 5.19 -1.51 -0.29
H: -1.47 0.41 2.10
H: 1.27 -5.05 1.09
H: -4.32 -1.77 1.80
H: 1.27 -4.17 -0.45
H: -3.53 -2.40 -1.66
H: -2.85 -0.32 2.92
H: -0.24 -4.28 -2.01
H: 0.00 -4.45 2.90
H: 4.30 1.18 -4.41
H: 4.05 -2.12 0.96
H: 0.32 8.22 0.72
H: 2.49 0.30 6.00
H: -0.41 -0.68 -2.76
H: -1.75 -1.39 -3.66
H: -0.96 -5.69 1.16
H: 2.10 -1.99 5.32
H: -1.19 -5.11 -0.48
H: -3.65 -0.57 -0.67

The calculation puts the HOMO-LUMO gap (spin up / spin down) at 4.2097 / 6.0637 eV. As for the energy relative to the best compared isomer or geometry (same formula, charge and spin): 73.5 kcal per mole. Its expectation value of S² is 2.04. As for the molecular weight: 798.6 Da. Its HOMO energy (spin up / spin down) is -2.467 / -4.317 eV. As for the spin multiplicity: 3. As for the charge: -1.

Results of the Mulliken charge analysis, in e, for atoms 1 through 4: atom 1 (Ti): -1.24, atom 2 (Cl): -0.32, atom 3 (Cl): -0.01, atom 4 (Cl): 0.01

---

Molecular formula: C34H45ClO6P2RbSi
Method: DFT, the ωB97M-V functional and the def2-TZVPD basis

Element x y z (Å)
Rb: -1.89 0.09 -0.92
Cl: -2.57 -3.03 0.14
P: 1.72 -2.70 -0.02
P: 2.15 0.13 1.22
Si: -3.20 4.78 2.20
O: -2.00 -2.95 -1.15
O: -1.79 -2.23 1.08
O: -4.13 0.28 -2.78
O: -1.75 1.34 -3.31
O: -3.93 -2.50 0.11
O: -2.70 -4.37 0.64
C: 2.71 1.87 1.01
C: 1.40 -4.46 -0.32
C: 3.55 -2.88 0.37
C: -4.67 3.60 2.16
C: -3.98 1.06 -3.98
C: 2.56 -1.16 -2.17
C: 1.08 -2.57 -4.10
C: 3.82 -2.27 1.73
C: 1.12 0.46 5.22
C: 1.67 -2.14 -1.78
C: 2.03 -1.64 -4.47
C: 4.15 3.73 1.49
C: 2.76 -0.95 -3.52
C: -2.69 5.61 3.77
C: 1.25 0.18 2.82
C: 1.93 -6.62 -1.34
C: 3.87 2.39 1.59
C: -0.59 2.16 -3.52
C: -0.55 -0.83 4.09
C: 3.27 4.64 0.82
C: 1.87 2.73 0.31
C: -0.05 -0.26 5.29
C: 1.82 0.69 4.01
C: 2.26 -5.26 -1.13
C: 2.13 4.12 0.26
C: 0.28 -5.05 0.25
C: 3.80 -0.71 1.68
C: 0.71 -7.11 -0.89
C: 0.02 -0.46 2.86
C: 0.89 -2.84 -2.76
C: -2.78 5.74 0.57
C: -0.09 -6.33 -0.11
C: -5.41 -0.20 -2.40
C: -2.94 2.09 -3.63
H: 0.25 1.63 -3.09
H: 3.09 -2.67 2.45
H: 5.06 4.18 1.94
H: 1.04 2.29 -0.18
H: 0.52 -3.14 -4.86
H: -4.31 2.67 1.67
H: 3.23 -0.67 -1.44
H: -1.06 -6.73 0.21
H: 0.13 -3.54 -2.41
H: -0.60 -0.41 6.21
H: -5.30 -0.39 -1.30
H: -1.41 -1.52 4.12
H: -2.59 6.69 3.72
H: -3.31 2.71 -2.80
H: -0.73 3.10 -2.96
H: -3.31 5.32 4.64
H: 3.46 -0.16 -3.85
H: -3.17 5.08 -0.20
H: 2.79 1.23 3.92
H: 2.32 -1.54 -5.52
H: 4.11 -0.30 2.68
H: -4.93 1.54 -4.28
H: 4.77 -2.64 2.10
H: -0.60 -0.62 2.01
H: -0.35 -4.42 0.90
H: 3.50 5.71 0.75
H: 3.16 -4.81 -1.60
H: -5.67 -1.12 -2.95
H: -3.64 0.45 -4.81
H: -0.34 2.36 -4.54
H: 4.57 1.69 2.04
H: 4.50 -0.35 0.94
H: -6.14 0.55 -2.62
H: -3.25 6.71 0.45
H: -2.81 2.68 -4.53
H: 1.43 1.03 6.12
H: -4.95 3.22 3.14
H: 1.51 4.75 -0.38
H: -1.66 5.82 0.47
H: 2.52 -7.16 -2.08
H: 0.35 -8.09 -1.15
H: 4.23 -2.52 -0.36
H: 3.71 -3.97 0.47
H: -5.52 4.04 1.57
H: -1.71 5.17 4.00

The calculation puts the HOMO-LUMO gap at 2.4254 eV. As for the energy relative to the best compared isomer or geometry (same formula, charge and spin): 28.7 kcal per mole. As for the molecular weight: 760.7 Da. Its HOMO energy is -0.750 eV. As for the charge: -1.

Results of the Mulliken charge analysis, in e, for atoms 1 through 4: atom 1 (Rb): -0.07, atom 2 (Cl): 1.41, atom 3 (P): 0.88, atom 4 (P): 0.84

---

Molecular formula: C38H43AsIrNO2P2S
Method: DFT, the ωB97M-V functional and the def2-TZVPD basis

Element x y z (Å)
Ir: -0.78 -0.31 -1.32
As: -3.08 0.21 -2.12
S: 3.39 2.47 4.46
P: -0.11 -0.52 0.96
P: 1.82 -0.46 -0.99
O: -0.01 1.78 -1.72
O: -0.36 0.57 -3.50
N: 1.53 -0.01 0.70
C: 4.92 1.82 5.09
C: 3.11 -2.91 -0.58
C: -1.47 -4.27 0.59
C: -4.54 2.74 -1.87
C: -5.68 2.80 -1.07
C: 5.10 0.71 -3.05
C: 0.01 1.63 -2.98
C: 1.05 -2.97 -1.85
C: -1.81 0.67 2.78
C: -6.72 4.27 -2.66
C: 3.25 1.68 2.85
C: 1.90 2.06 2.23
C: -2.23 1.02 4.05
C: -0.24 0.03 4.98
C: 5.76 0.52 -0.74
C: 0.58 -4.47 1.83
C: 0.19 -0.33 3.71
C: -3.58 0.33 -3.98
C: 2.31 -4.98 -1.51
C: -3.31 2.05 -1.38
C: 1.21 -4.34 -2.05
C: -5.61 4.19 -3.48
C: 3.25 -4.27 -0.77
C: -0.14 -2.32 1.08
C: -0.60 0.01 2.61
C: 1.67 1.49 0.83
C: -1.27 -2.91 0.50
C: -0.54 -5.06 1.25
C: 4.46 0.19 -0.39
C: 1.99 -2.26 -1.11
C: 3.48 0.11 -1.37
C: 0.79 -3.10 1.75
C: -1.45 0.71 5.15
C: -4.54 -0.79 -1.34
C: 3.80 0.37 -2.71
C: -4.53 3.41 -3.10
C: 6.07 0.79 -2.07
C: -6.76 3.59 -1.45
H: 6.53 0.56 0.01
H: 0.36 2.46 -3.59
H: 5.34 0.91 -4.08
H: -4.58 0.75 -4.02
H: 2.45 -6.04 -1.67
H: -1.77 0.99 6.14
H: -3.59 -0.67 -4.41
H: 5.13 2.33 6.04
H: 0.77 1.97 0.44
H: -2.88 0.94 -4.54
H: 1.88 3.14 2.10
H: -7.62 3.67 -0.81
H: 4.21 -0.03 0.65
H: 1.10 1.79 2.91
H: 3.03 0.31 -3.47
H: -3.32 1.92 -0.30
H: -2.41 2.59 -1.67
H: -5.58 4.73 -4.42
H: 4.82 0.75 5.27
H: -2.42 0.91 1.91
H: 4.11 -4.78 -0.35
H: -7.58 4.85 -2.98
H: 2.50 1.79 0.20
H: -2.35 -4.73 0.14
H: -5.70 2.27 -0.13
H: 1.12 -0.86 3.57
H: 1.31 -5.09 2.35
H: -4.46 -0.84 -0.26
H: 1.67 -2.66 2.19
H: -3.64 3.36 -3.73
H: 0.50 -4.89 -2.64
H: -2.00 -2.27 -0.01
H: 3.85 -2.35 -0.03
H: 0.21 -2.46 -2.30
H: -3.18 1.53 4.19
H: 7.08 1.07 -2.34
H: 5.73 2.01 4.39
H: -0.68 -6.13 1.32
H: -4.52 -1.81 -1.74
H: 4.09 2.03 2.24
H: -5.49 -0.34 -1.62
H: 3.34 0.60 3.00
H: 0.36 -0.22 5.84

The calculation puts the HOMO-LUMO gap (spin up / spin down) at 4.7996 / 2.9759 eV. As for the energy relative to the best compared isomer or geometry (same formula, charge and spin): 100.8 kcal per mole. Its expectation value of S² is 0.75. As for the molecular weight: 906.9 Da. Its HOMO energy (spin up / spin down) is -14.864 / -14.864 eV. As for the spin multiplicity: 2. As for the charge: +3.

Results of the Mulliken charge analysis, in e, for atoms 1 through 4: atom 1 (Ir): 2.14, atom 2 (As): 0.65, atom 3 (S): 0.41, atom 4 (P): -0.22

---

Molecular formula: C2H7BS
Method: DFT, the ωB97M-V functional and the def2-TZVPD basis

Element x y z (Å)
S: -0.74 1.09 -1.58
C: 1.72 0.44 0.07
C: -1.09 -0.81 0.56
B: -0.12 0.08 -0.38
H: -1.57 -1.69 0.25
H: -1.88 -0.17 0.87
H: -2.03 0.61 -1.71
H: 2.33 0.67 -0.76
H: -0.51 -1.12 1.60
H: 2.16 -0.51 0.56
H: 1.73 1.41 0.51

The calculation puts the HOMO-LUMO gap at 10.6321 eV. As for the energy relative to the best compared isomer or geometry (same formula, charge and spin): 24.8 kcal per mole. As for the molecular weight: 74.0 Da. Its HOMO energy is -10.169 eV. As for the charge: 0.

Results of the Mulliken charge analysis, in e, for atoms 1 through 4: atom 1 (S): -0.28, atom 2 (C): -1.07, atom 3 (C): -1.01, atom 4 (B): 0.38

---

Molecular formula: C19H30N6O2Re
Method: DFT, the ωB97M-V functional and the def2-TZVPD basis

Element x y z (Å)
Re: -0.20 -0.80 -0.82
O: -0.44 -2.73 -1.44
O: -0.68 1.18 -0.63
N: -2.46 -3.85 -1.57
N: 1.93 -0.67 -1.53
N: -2.21 -1.68 -0.66
N: -4.01 -0.51 0.22
N: 1.81 2.23 -0.19
N: 1.02 -1.51 0.86
C: -1.72 -2.79 -1.24
C: 2.81 -1.66 -0.82
C: -0.56 4.00 1.65
C: 1.61 4.06 2.78
C: 0.79 0.78 1.89
C: -4.35 -2.71 -0.66
C: 1.12 2.16 1.21
C: 0.31 4.60 2.55
C: 2.03 -2.42 0.25
C: 3.02 1.47 -0.65
C: 2.01 2.94 2.15
C: -3.53 -1.60 -0.35
C: -1.86 -5.01 -2.24
C: -2.34 2.89 -0.47
C: -3.80 -3.79 -1.26
C: -0.22 2.85 0.95
C: 2.68 0.58 -1.84
C: -1.06 2.26 -0.02
C: 1.64 -0.48 1.75
H: -4.99 -0.47 0.47
H: 3.48 0.93 0.17
H: -5.41 -2.70 -0.43
H: 2.12 1.15 -2.59
H: 2.71 -2.80 1.02
H: -2.14 3.86 -0.95
H: -1.03 -5.41 -1.66
H: 1.76 -0.94 2.74
H: 1.75 -1.08 -2.45
H: -0.24 0.51 1.65
H: -2.62 -5.79 -2.35
H: 3.76 2.19 -0.99
H: 2.03 3.23 -0.28
H: -1.54 4.45 1.50
H: 2.27 4.56 3.48
H: 1.07 2.04 -0.87
H: -4.39 -4.66 -1.53
H: 0.01 5.50 3.07
H: -3.44 0.27 0.45
H: 3.00 2.52 2.34
H: 3.66 -1.13 -0.38
H: 2.65 -0.28 1.39
H: -2.84 2.26 -1.20
H: 0.41 -2.08 1.44
H: -1.50 -4.73 -3.23
H: 0.74 1.04 2.95
H: -3.01 3.10 0.36
H: 3.63 0.31 -2.32
H: 3.23 -2.38 -1.53
H: 1.51 -3.27 -0.18

The calculation puts the HOMO-LUMO gap (spin up / spin down) at 7.3322 / 6.4329 eV. Its expectation value of S² is 3.79. As for the molecular weight: 560.7 Da. Its HOMO energy (spin up / spin down) is -20.260 / -20.810 eV. As for the spin multiplicity: 4. As for the charge: +4.

Results of the Mulliken charge analysis, in e, for atoms 1 through 4: atom 1 (Re): 1.91, atom 2 (O): -0.67, atom 3 (O): -0.74, atom 4 (N): 0.13

---

no.,strongest force on any atom (eV Å⁻¹)
1,2.4
2,0.4
3,0.6
4,5.9
5,1.9
6,4.1
7,4.9
8,4.5
9,1.0